A single C15H17N3O5S molecule in a non-equilibrium geometry, computed with the ωB97M-V functional and the def2-TZVPD basis.

XYZ file:
```
41
Properties=species:S:1:pos:R:3:forces:R:3
C 7.18259 1.30691 2.75773 -0.424 0.016 -0.202
C 6.04926 2.09654 2.13377 0.388 0.496 0.113
H 6.38452 2.66598 1.25994 -0.093 -0.072 0.138
H 5.60554 2.79841 2.84865 0.031 -0.086 -0.148
O 5.03594 1.17195 1.71606 -0.011 -0.503 0.073
C 4.02123 1.65498 1.04889 -0.039 0.451 -0.100
O 3.84611 2.81651 0.75396 0.073 -0.236 0.101
C 3.01073 0.56486 0.65289 0.040 -0.294 0.159
O 3.08178 -0.59049 0.98289 0.040 0.329 0.064
N 2.02521 1.12604 -0.10613 -0.034 0.569 -0.163
C 0.94070 0.45151 -0.62346 -0.549 -0.343 -0.095
C 0.88814 -0.83678 -1.10095 -0.494 0.861 0.255
C 2.00325 -1.67806 -1.27096 0.280 -0.242 -0.144
N 2.87576 -2.38506 -1.50065 0.315 -0.271 -0.101
C -0.42232 -1.21560 -1.53562 -0.417 0.257 0.148
C -1.33653 -0.22072 -1.35138 0.638 0.178 0.023
S -0.61371 1.21961 -0.67990 0.335 -0.570 -0.100
C -2.74945 -0.21897 -1.81406 0.091 0.013 -0.172
O -3.02245 -0.51350 -2.96426 -0.005 -0.121 -0.182
N -3.68626 0.16777 -0.91849 -0.182 0.152 0.053
C -3.52875 0.21784 0.51721 -0.150 -0.332 0.488
H -2.48964 0.05942 0.80014 -0.104 0.031 0.004
H -3.85699 1.20023 0.87457 0.064 -0.052 0.040
C -4.40174 -0.87475 1.15507 0.336 0.199 0.068
O -5.74792 -0.74992 0.77133 -0.146 0.035 0.102
C -5.88587 -0.84238 -0.62988 0.048 0.188 -0.293
H -6.94965 -0.72962 -0.84136 0.069 -0.034 -0.063
C -5.07445 0.24899 -1.33178 -0.334 -0.199 -0.133
H -5.11513 0.12599 -2.41438 -0.043 0.057 0.125
H -5.46220 1.23373 -1.05096 -0.020 -0.052 -0.027
H -5.54676 -1.83018 -0.97682 -0.040 0.069 0.005
H -4.38187 -0.79087 2.24265 0.074 -0.036 -0.053
H -4.01461 -1.86261 0.85801 -0.003 0.073 0.042
C -0.72445 -2.56059 -2.09895 -0.063 -0.047 -0.056
H -1.65514 -2.53462 -2.65834 0.006 -0.052 -0.028
H 0.08370 -2.87696 -2.75539 0.004 -0.077 -0.054
H -0.80712 -3.29454 -1.29648 0.033 -0.066 0.009
H 2.06165 2.13938 -0.18354 0.095 -0.240 0.001
H 7.96323 1.98676 3.08607 0.073 0.064 0.032
H 6.81790 0.74180 3.61068 0.027 -0.052 0.109
H 7.59577 0.61098 2.03323 0.093 -0.060 -0.040
```
Forces are in eV/Å.

## Properties
Kohn-Sham gap = 8.6967 eV
net charge = 0
SMILES = CCOC(=O)C(=O)Nc1sc(C(=O)N2CCOCC2)c(C)c1C#N
HOMO level = -8.91 eV
largest force on an atom = 1.03 eV/A
molar mass = 351.4 g mol⁻¹

Results of the Mulliken charge analysis, in e, for atoms 1 through 6: C -1.219; C -0.217; H 0.322; H 0.306; O -0.186; C 0.493

2 unconnected molecules or ions with the total composition C43H44BN3O5 in a non-equilibrium geometry, computed with the ωB97M-V functional and the def2-TZVPD basis.

XYZ file:
```
96
Properties=species:S:1:pos:R:3:forces:R:3
C -4.20037 -3.83630 4.70875 -0.933 -0.387 -0.053
C -2.79169 -3.47592 4.72207 2.237 0.433 0.600
C -1.76579 -3.78775 5.58313 -0.718 -0.163 -0.422
C -0.57200 -3.21714 5.05564 -0.189 0.262 -0.465
C -0.92006 -2.52336 3.91764 -1.232 -0.477 1.672
B -0.07143 -1.49513 3.00754 -0.863 -0.799 1.987
C 0.66299 -0.58764 4.07368 0.670 1.403 0.332
C 0.63798 0.76539 4.31002 0.189 -0.473 -0.113
C 1.63177 1.05391 5.30241 0.390 -0.553 0.161
C 2.21660 -0.14396 5.62375 -1.617 0.899 -1.066
C 3.32548 -0.51796 6.47894 0.802 -0.056 0.936
O 1.59576 -1.14585 4.92961 0.221 0.590 -0.212
C 0.85959 -2.60514 2.45616 1.446 -0.471 -1.725
C 0.72769 -3.90411 2.00632 0.009 0.403 -0.145
C 2.03334 -4.48063 1.95487 0.825 0.762 0.347
C 2.90660 -3.49830 2.39106 -2.030 -0.515 -0.570
C 4.33487 -3.44842 2.61938 1.228 -0.271 0.432
O 2.20398 -2.34881 2.65451 0.377 -1.222 -0.506
C -1.15855 -0.71530 2.22383 -0.454 0.661 -1.583
C -1.59604 -0.72655 0.92177 0.044 0.315 0.362
C -2.92378 -0.17117 0.90576 -0.296 0.371 0.983
C -3.21104 0.16035 2.21524 1.840 -0.676 -1.382
C -4.40778 0.53472 2.93703 -1.111 0.470 0.492
O -2.10868 -0.08656 2.99779 -0.496 -0.489 -0.896
O -2.28259 -2.70097 3.70991 0.134 -0.326 0.365
H -4.50075 -4.10054 5.73122 -0.039 0.016 -0.296
H -4.84121 -3.01924 4.35474 0.122 -0.135 0.059
H -4.36640 -4.71234 4.06348 -0.186 0.191 0.107
H -1.84692 -4.37089 6.49259 -0.102 0.032 -0.151
H 0.42945 -3.31955 5.47258 -0.405 0.212 -0.184
H 0.01594 1.49603 3.80798 0.017 -0.228 0.038
H 1.88406 2.03166 5.70042 0.055 -0.263 -0.038
H 3.90835 0.37239 6.72621 -0.007 -0.057 -0.035
H 2.97921 -0.93236 7.43110 0.120 -0.212 -0.067
H 3.99374 -1.23109 5.98672 -0.115 -0.009 0.104
H -0.21346 -4.41664 1.79611 0.385 0.315 0.168
H 2.31397 -5.49702 1.67635 -0.120 0.382 0.122
H 4.77771 -4.40561 2.32001 0.028 0.187 0.033
H 4.81463 -2.64122 2.04899 0.034 -0.058 0.247
H 4.56683 -3.30555 3.68657 0.007 0.092 -0.294
H -1.04730 -1.11270 0.06761 -0.175 -0.187 0.245
H -3.59453 -0.07391 0.05626 0.078 -0.052 0.268
H -5.20275 0.76480 2.22089 0.044 0.067 0.179
H -4.75536 -0.30891 3.56357 0.184 0.439 -0.127
H -4.22210 1.41599 3.57213 -0.211 -0.329 -0.089
C 0.44896 3.81583 -6.54607 0.239 -0.171 -0.218
N 0.09792 3.32835 -5.22178 -0.374 0.039 0.274
C -1.01222 3.77786 -4.56767 -0.840 0.790 -0.819
O -1.81733 4.59201 -5.01140 1.163 -1.049 0.815
C -1.07137 3.07102 -3.21554 -0.441 0.812 0.119
C -2.45933 2.50351 -2.90428 -0.315 -0.400 -0.077
C -3.54877 3.54906 -2.75557 -0.058 0.034 0.058
C -4.76922 3.38485 -3.42752 0.192 0.458 0.220
C -5.80273 4.31171 -3.23365 0.386 0.002 0.200
C -5.62539 5.38078 -2.34100 0.091 -0.218 -0.157
C -4.39454 5.54773 -1.69195 0.014 -0.016 -0.108
C -3.35259 4.64151 -1.90648 -0.414 -0.014 -0.174
N -0.02380 2.05884 -3.32997 0.457 -1.258 1.875
C 0.23101 1.24314 -2.27921 -0.808 1.040 -0.711
C 1.21801 0.26870 -2.24302 1.009 -1.062 0.146
C 1.63989 -0.57723 -1.20284 -0.348 1.314 -1.272
C 2.77510 -1.42893 -1.45670 1.164 -1.164 -0.477
C 3.46392 -2.12653 -0.42794 -0.808 0.415 -0.109
C 4.58439 -2.90161 -0.68654 0.366 -0.096 -0.519
C 5.12077 -2.97015 -1.98457 -0.821 0.570 0.538
C 6.38789 -3.58442 -2.21622 2.264 -1.211 -0.262
N 7.44865 -4.05029 -2.36889 -2.138 0.912 0.239
C 4.41977 -2.35975 -3.03014 -0.106 0.061 -0.439
C 3.27050 -1.63978 -2.77744 -0.240 0.126 0.045
C 0.75523 2.18589 -4.58673 0.675 -0.063 -0.707
C 0.65053 0.94699 -5.49249 -0.427 -0.007 -0.063
C 2.24792 2.49466 -4.34733 -0.178 0.264 0.152
H -0.12972 4.71674 -6.76998 0.034 -0.254 0.274
H 1.51461 4.06471 -6.59030 -0.153 -0.020 0.051
H 0.23898 3.07214 -7.32656 -0.025 0.118 0.197
H -0.77919 3.80237 -2.43836 -0.121 -0.263 -0.315
H -2.76091 1.81104 -3.70458 0.220 0.098 0.139
H -2.40991 1.90618 -1.97640 0.017 0.207 -0.265
H -4.88322 2.54809 -4.12398 -0.058 0.307 0.268
H -6.73307 4.20331 -3.79354 0.224 0.023 0.263
H -6.44911 6.08398 -2.16166 0.460 -0.300 -0.114
H -4.23239 6.40049 -1.02774 -0.127 -0.301 -0.200
H -2.37735 4.78204 -1.42780 -0.484 0.031 -0.015
H -0.40698 1.36679 -1.40024 0.011 0.165 -0.248
H 1.76662 0.20129 -3.17614 -0.051 -0.179 0.471
H 1.20124 -0.55859 -0.20588 -0.067 0.026 -0.070
H 3.07957 -2.05234 0.58455 0.061 -0.016 -0.053
H 5.07097 -3.47372 0.09541 -0.113 0.270 0.020
H 4.75358 -2.46113 -4.06720 0.012 -0.001 0.466
H 2.73790 -1.25904 -3.65308 0.228 -0.136 0.382
H -0.38472 0.80290 -5.83735 0.308 0.038 0.128
H 1.30143 1.09728 -6.36779 -0.288 -0.140 0.317
H 0.96255 0.04121 -4.96801 0.011 0.101 -0.170
H 2.36140 3.52154 -3.96691 0.026 -0.353 -0.140
H 2.67930 1.80412 -3.61689 0.073 0.222 -0.277
H 2.77535 2.38415 -5.30897 -0.089 0.156 0.501
```
Forces are in eV/Å.

## Properties
Kohn-Sham gap = 2.6895 eV
net charge = 0
HOMO level = -5.84 eV
largest force on an atom = 2.58 eV/A
molar mass = 693.7 g mol⁻¹

Results of the Mulliken charge analysis, in e, for atoms 1 through 6: C -1.308; C 0.357; C -0.932; C -0.839; C 0.657; B 0.321

A molecular structure, C20H38Cl3N2O4SiTi in a non-equilibrium geometry, computed with the ωB97M-V functional and the def2-TZVPD basis.

XYZ file:
```
69
Properties=species:S:1:pos:R:3:forces:R:3
C -1.89919 -2.47200 -4.04759 -0.321 0.077 -0.249
C -1.31521 -2.72478 -2.69414 1.220 -0.215 0.804
H -2.43082 -3.33390 -4.45360 -0.027 -0.211 0.187
H -1.13821 -2.24919 -4.79857 0.110 0.234 0.044
H -2.61567 -1.65309 -4.01393 0.141 -0.065 -0.071
C -0.43701 -3.73469 -2.50441 -1.034 0.454 -0.068
C 0.08831 -4.50107 -3.68087 0.065 -0.190 -0.389
H -0.01980 -3.96808 -1.51976 -0.190 0.282 -0.391
H 0.73884 -3.76900 -4.18184 0.090 -0.435 -0.298
H -0.65393 -4.85228 -4.43618 0.314 0.354 0.678
H 0.69187 -5.36398 -3.38514 -0.058 0.142 -0.031
Ti 0.33670 1.62445 2.55664 1.313 2.362 1.921
Cl -1.79157 2.56683 1.89353 -1.674 0.256 -0.428
Cl 1.23160 2.96337 0.99226 1.104 1.532 -1.614
H 1.79584 5.71061 5.25732 0.067 0.126 0.260
H -0.39128 6.56602 4.59863 -0.012 -0.090 -0.094
C 1.86266 5.00362 4.43409 -0.421 0.107 -0.541
C -0.30228 6.00951 3.65326 0.270 -0.616 -0.080
N 0.54331 4.82361 3.84202 0.750 1.383 0.641
H 2.20981 4.03630 4.78734 0.036 0.055 -0.007
C -0.00784 3.61700 3.90120 -1.972 -0.202 0.048
O 0.54589 2.58707 4.37291 0.657 0.023 0.315
H -1.30158 5.68724 3.32588 0.396 0.089 0.051
H -1.06450 3.59400 3.56723 0.613 0.096 0.531
H 2.54692 5.39180 3.68531 0.235 0.070 -0.066
H 0.12362 6.68256 2.90001 -0.040 -0.184 0.055
H 1.75730 -0.17669 -1.31514 0.387 -0.065 0.559
H 2.84353 -2.94930 -0.59831 0.135 0.513 0.484
C 2.70830 -0.13433 -0.74703 -0.195 -0.196 0.177
C 3.33218 -2.34781 0.20353 -0.303 0.201 0.010
N 2.67331 -1.04451 0.41856 0.704 0.002 -0.218
H 2.88471 0.89721 -0.42838 -0.132 -0.148 0.064
C 2.34096 -0.65225 1.67311 -0.398 1.436 0.650
O 2.16502 0.51904 2.07796 1.153 -2.401 -0.954
H 3.32277 -2.94108 1.13513 0.053 0.347 -0.417
H 2.16123 -1.50660 2.34898 0.323 0.110 -0.054
H 3.51144 -0.47419 -1.41972 -0.152 0.198 0.257
H 4.37560 -2.14850 -0.10924 -0.387 -0.265 0.223
O -0.71014 -0.41474 -2.04992 -0.514 -2.572 0.545
C -1.55941 -1.64342 -1.64132 -0.206 1.744 -0.443
C -0.08299 -2.37415 0.29423 -0.337 -0.654 -0.863
C -1.36528 -2.13519 -0.20928 0.100 0.063 0.663
H 0.73379 -1.93481 -0.24697 0.176 -0.253 -0.248
C 0.14217 -3.20501 1.38294 -0.593 -0.400 0.204
H -2.59723 -1.27636 -1.72081 0.230 -0.234 0.012
C -2.44102 -2.44245 0.65195 0.147 -0.327 -0.658
H 1.13523 -3.62014 1.56551 -0.184 0.440 0.201
C -0.94074 -3.59366 2.18022 -0.275 -0.128 0.093
C -2.23171 -3.14371 1.85166 0.204 -0.019 -0.355
H -3.46471 -2.17615 0.35783 0.428 -0.084 0.117
H -0.78938 -4.23819 3.06791 -0.087 0.471 -0.646
H -3.10168 -3.39183 2.47818 0.561 0.165 -0.253
Si -0.82020 0.99283 -2.93473 -1.363 0.964 2.568
Cl -0.57316 -0.17338 1.92130 -2.089 -3.504 -2.224
C 0.95197 1.53155 -3.15333 0.765 -0.013 -0.763
C -1.46120 2.35763 -1.78894 -0.175 -0.066 -0.692
C -2.18711 0.85584 -4.25155 0.739 -0.261 -0.258
H 1.66252 0.68918 -3.17152 -0.276 0.266 -0.214
H 1.24459 2.18475 -2.30555 -0.396 -0.409 -0.332
H 1.10181 2.11607 -4.07421 0.028 -0.111 0.157
H -1.82092 0.17533 -5.01834 -0.333 -0.057 -0.343
H -2.54226 1.77772 -4.72643 0.358 -0.046 0.237
H -3.05013 0.39332 -3.75899 0.159 0.065 0.000
H -2.37894 2.11332 -1.24730 0.050 -0.053 -0.041
H -1.68580 3.21689 -2.44444 0.002 0.001 0.191
H -0.72682 2.68340 -1.05381 0.023 -0.101 0.109
O -0.34480 -0.12182 4.58886 -0.715 -0.585 -0.196
H -0.30989 -0.74919 3.82174 0.354 0.384 0.900
H -1.20943 0.26346 4.34409 0.406 0.145 0.544
```
Forces are in eV/Å.

## Properties
Kohn-Sham gap (alpha / beta) = 3.9777 / 7.0237 eV
net charge = -1
2S+1 = 3
HOMO level (alpha / beta) = -1.56 / -4.61 eV
largest force on an atom = 4.65 eV/A
molar mass = 552.8 g mol⁻¹

Results of the Mulliken charge analysis, in e, for atoms 1 through 6: C -1.794; C 0.760; H 0.438; H 0.281; H 0.326; C 0.249

2 unconnected molecules or ions with the total composition C10H16O in a non-equilibrium geometry, computed with the ωB97M-V functional and the def2-TZVPD basis.

XYZ file:
```
27
Properties=species:S:1:pos:R:3:forces:R:3
C -1.46294 1.97503 1.82440 0.536 0.342 1.290
C -0.98045 2.70850 -0.53621 -0.525 0.365 -0.339
C -1.43098 1.74780 0.35165 0.131 -0.520 0.136
C -1.02519 2.48730 -1.91155 -1.069 0.237 -0.108
C -1.49554 1.28388 -2.41333 0.761 -0.051 0.317
C -1.74828 0.48260 -0.14712 0.903 0.329 -0.194
C -1.71522 0.24752 -1.50877 -0.372 -0.434 -0.258
H -0.71801 3.68795 -0.16972 0.190 0.154 0.102
H -0.91570 3.29798 -2.62576 0.485 0.047 0.266
H -2.09612 2.78911 2.19320 -0.211 -0.068 -0.491
H -0.47752 2.24640 2.21671 0.155 0.031 -0.251
H -1.56200 1.18297 -3.48993 -0.065 -0.352 0.104
H -1.80137 -0.34358 0.54663 -0.497 -0.093 0.049
H -1.85230 -0.77617 -1.83686 -0.227 0.083 -0.234
H -1.72799 1.09576 2.41667 -0.212 -0.110 -0.381
C 1.39379 -2.26675 0.20530 1.075 0.455 0.194
C 1.85399 -2.58354 1.61757 0.077 -0.610 -0.225
C 1.64941 -0.82984 -0.26081 -0.554 0.048 -0.326
O 1.98125 -3.17807 -0.72278 -0.519 -0.150 -0.168
H 0.32771 -2.39709 0.14557 -0.510 -0.446 -0.056
H 1.22760 -2.08906 2.35902 0.349 0.272 0.085
H 2.62273 -0.65864 -0.72370 0.163 -0.224 0.364
H 0.91873 -0.68394 -1.05467 0.077 0.387 -0.169
H 1.44775 -0.06583 0.49724 0.085 -0.199 0.026
H 2.90190 -3.31233 -0.49107 0.162 0.091 0.082
H 2.92694 -2.38995 1.72734 -0.184 0.442 0.219
H 1.75781 -3.65802 1.79099 -0.206 -0.027 -0.037
```
Forces are in eV/Å.

## Properties
Kohn-Sham gap = 9.9531 eV
net charge = 0
SMILES = Cc1ccccc1.CC(C)O
HOMO level = -9.08 eV
largest force on an atom = 1.44 eV/A
molar mass = 152.2 g mol⁻¹

Results of the Mulliken charge analysis, in e, for atoms 1 through 6: C -1.500; C -0.497; C 0.930; C -0.404; C -0.582; C -0.352